# 1
Below is a structure of composition C41H23CaN15O2Se, with properties calculated with the ωB97M-V functional and the def2-TZVPD basis.

energy: -5627.29985 hartree
lowest unoccupied orbital energy (alpha / beta): 2.45 / 2.46 eV
HOMO level (alpha / beta): -1.94 / -1.94 eV

Structure (ORCA input):
```
! wB97M-V def2-TZVPD RIJCOSX def2/J DEFGRID3
* xyz -2 1
Ca 0.706 0.551 0.362
C -5.567 -0.837 -2.318
C -5.309 0.208 -3.205
C -4.115 0.913 -3.153
C -3.184 0.556 -2.189
C -1.832 1.058 -1.942
N -1.304 0.355 -0.798
C -2.314 -0.609 -0.331
N -2.101 -1.868 0.264
C -0.934 -2.313 0.589
C -0.773 -3.529 1.432
C -1.689 -4.329 2.084
C -1.188 -5.312 2.935
C 0.185 -5.477 3.110
C 1.098 -4.672 2.434
C 0.589 -3.701 1.599
C 1.246 -2.621 0.814
N 2.551 -2.581 0.683
C 3.172 -1.593 -0.001
N 2.702 -0.414 -0.349
C 3.660 0.239 -1.144
N 3.508 1.277 -1.878
C 2.309 1.882 -2.154
N 1.075 1.420 -1.852
C 0.162 2.180 -2.512
N -1.175 1.899 -2.639
C 0.825 3.199 -3.262
C 0.380 4.219 -4.115
C 1.318 5.032 -4.708
C 2.699 4.848 -4.470
C 3.148 3.847 -3.638
C 2.203 3.013 -3.028
C 4.893 -0.566 -1.132
C 6.144 -0.388 -1.697
C 7.081 -1.400 -1.527
C 6.766 -2.569 -0.826
C 5.503 -2.751 -0.279
C 4.579 -1.734 -0.440
N 0.309 -1.791 0.296
C -3.457 -0.473 -1.289
C -4.636 -1.188 -1.347
H -6.505 -1.375 -2.381
H -6.050 0.466 -3.952
H -3.894 1.712 -3.850
H -2.754 -4.171 1.963
H -1.869 -5.927 3.508
H 0.539 -6.213 3.820
H 2.164 -4.761 2.592
H -0.680 4.359 -4.293
H 0.997 5.830 -5.368
H 3.412 5.510 -4.949
H 4.204 3.700 -3.450
H 6.375 0.516 -2.247
H 8.074 -1.285 -1.944
H 7.519 -3.339 -0.711
H 5.238 -3.651 0.263
H -4.824 -1.989 -0.643
N 0.223 0.464 2.850
N 0.258 1.789 3.353
C 0.791 2.829 2.539
O 1.146 3.845 3.136
O 0.808 2.601 1.279
H -0.696 0.078 3.043
H 0.905 -0.125 3.337
H 0.547 1.877 4.315
N -0.531 -4.951 6.382
C 0.403 -4.359 6.016
N 1.534 -3.786 5.679
C 1.568 -2.743 4.894
N 1.734 -1.808 4.217
Se -3.883 -0.947 2.439
N -2.047 0.561 0.504
C -2.973 1.624 0.639
C -2.543 2.914 0.354
C -3.404 3.987 0.507
C -4.709 3.775 0.936
C -5.135 2.493 1.232
C -4.270 1.402 1.136
N -4.804 0.158 1.516
H -1.515 3.065 0.044
H -3.050 4.987 0.291
H -5.392 4.608 1.045
H -6.143 2.302 1.577
*
```

# 2
Below is a structure of composition C41H26Br2F12InN3O3, with properties calculated with the ωB97M-V functional and the def2-TZVPD basis.

energy: -8504.73770 hartree
lowest unoccupied orbital energy: 4.15 eV
HOMO level: -1.31 eV

Structure (ORCA input):
```
! wB97M-V def2-TZVPD RIJCOSX def2/J DEFGRID3
* xyz -2 1
In 0.527 0.131 0.204
C -0.454 7.215 1.370
C -0.551 5.784 0.911
C -1.119 5.436 -0.305
C -1.163 4.124 -0.719
C -0.648 3.056 0.052
N -0.694 1.772 -0.428
C -1.323 1.520 -1.660
C -2.713 1.610 -1.750
C -3.384 1.351 -2.929
C -2.675 0.982 -4.064
C -3.376 0.661 -5.358
C -1.293 0.874 -3.973
C -0.590 1.119 -2.794
C 0.948 0.940 -2.680
O 1.341 0.085 -1.694
C 1.538 0.307 -3.977
F 2.835 0.020 -3.853
F 0.921 -0.841 -4.285
F 1.419 1.126 -5.061
C 1.635 2.356 -2.518
F 2.826 2.445 -3.152
F 1.879 2.641 -1.240
F 0.871 3.346 -3.028
C -0.063 3.406 1.301
C -0.041 4.747 1.678
C 0.490 2.350 2.288
O 1.168 1.288 1.756
C 1.535 2.953 3.286
F 2.188 1.998 3.950
F 1.001 3.758 4.244
F 2.461 3.678 2.642
C -0.725 1.852 3.147
F -1.515 1.055 2.414
F -0.352 1.154 4.232
F -1.502 2.867 3.594
H -1.276 7.813 0.969
H -0.492 7.283 2.459
H 0.480 7.685 1.046
H -1.530 6.206 -0.952
H -1.588 3.901 -1.687
H -3.251 1.903 -0.856
H -4.465 1.429 -2.967
H -4.392 1.060 -5.364
H -2.842 1.081 -6.213
H -3.443 -0.419 -5.514
H -0.767 0.590 -4.872
H 0.390 5.016 2.630
Br 4.331 -4.483 2.374
C 2.648 -3.960 1.616
C 1.680 -4.998 1.531
C 0.354 -4.993 1.237
Br -0.441 -6.758 1.173
C -0.555 -3.891 1.021
C -1.872 -3.983 0.730
C -2.690 -2.825 0.504
C -2.086 -1.604 0.510
N -0.787 -1.421 0.797
C 0.059 -2.522 1.254
C 2.606 -2.654 1.135
O 3.485 -1.792 1.140
H 2.090 -5.978 1.746
H -2.315 -4.965 0.623
H -3.740 -2.918 0.269
H -2.626 -0.702 0.235
C 0.581 -1.928 5.525
C -0.369 -2.810 5.031
C -0.500 -3.001 3.664
C 0.317 -2.323 2.762
C 1.249 -1.421 3.268
C 1.383 -1.232 4.636
N 1.330 -2.307 0.469
C 1.327 -2.806 -0.893
C 0.157 -2.973 -1.634
C 0.212 -3.477 -2.925
C 1.418 -3.807 -3.518
C 2.585 -3.601 -2.799
C 2.546 -3.104 -1.507
H 0.689 -1.780 6.593
H -1.011 -3.358 5.711
H -1.241 -3.694 3.287
H 1.899 -0.854 2.618
H 2.117 -0.521 4.996
H -0.812 -2.721 -1.234
H -0.717 -3.600 -3.471
H 1.451 -4.193 -4.530
H 3.548 -3.822 -3.244
H 3.473 -2.935 -0.978
*
```

# 3
Below is a structure of composition C41H27AsBrFNO4Ru in a non-equilibrium geometry, with properties calculated with the ωB97M-V functional and the def2-TZVPD basis.

energy: -6938.68963 hartree
lowest unoccupied orbital energy (alpha / beta): -1.24 / -1.18 eV
HOMO level (alpha / beta): -7.96 / -7.91 eV

Structure (ORCA input):
```
! wB97M-V def2-TZVPD RIJCOSX def2/J DEFGRID3
* xyz 0 2
Ru 0.745 -0.887 -0.261
Br 1.881 0.598 1.745
C 3.218 -0.735 2.033
C 4.185 -0.443 2.943
C 5.179 -1.404 3.220
C 5.145 -2.614 2.594
C 4.134 -2.922 1.649
C 4.093 -4.190 1.022
C 3.110 -4.482 0.124
C 2.144 -3.503 -0.207
C 2.152 -2.248 0.349
C 3.142 -1.954 1.327
H 4.186 0.512 3.453
H 5.955 -1.172 3.938
H 5.889 -3.371 2.815
H 4.852 -4.921 1.278
H 3.069 -5.458 -0.343
H 1.398 -3.772 -0.948
O -1.369 -2.909 3.236
C -1.047 -2.436 2.153
O -0.086 -1.632 1.878
C -1.942 -2.720 0.944
C -3.286 -3.053 0.988
C -4.035 -3.066 -0.196
C -3.476 -2.690 -1.407
C -2.132 -2.343 -1.420
C -1.388 -2.446 -0.276
N -1.477 -1.800 -2.584
O -0.372 -1.273 -2.434
O -2.037 -1.809 -3.644
H -3.735 -3.283 1.946
H -5.082 -3.337 -0.162
H -4.055 -2.628 -2.318
H -0.305 -2.395 -0.349
F 5.110 1.542 -3.891
C 4.174 1.005 -3.080
C 4.080 -0.369 -2.985
C 3.123 -0.916 -2.139
C 2.262 -0.103 -1.400
C 2.397 1.279 -1.522
C 3.347 1.844 -2.364
H 4.747 -0.994 -3.565
H 3.060 -1.993 -2.066
H 1.777 1.945 -0.944
H 3.449 2.919 -2.461
C -4.986 1.206 -2.836
C -5.084 1.031 -1.462
C -3.935 0.947 -0.685
C -2.686 1.034 -1.287
C -2.588 1.197 -2.666
C -3.737 1.290 -3.438
As -1.041 0.993 -0.250
C -0.539 2.866 -0.384
C -0.119 3.551 -1.513
C 0.224 4.892 -1.409
C 0.169 5.527 -0.173
C -0.260 4.841 0.953
C -0.638 3.506 0.852
C -1.230 2.685 1.933
C -1.490 3.117 3.228
C -2.135 2.273 4.121
C -2.529 0.999 3.731
C -2.258 0.555 2.444
C -1.611 1.395 1.553
H -5.883 1.268 -3.440
H -6.056 0.967 -0.990
H -4.017 0.820 0.386
H -1.613 1.217 -3.142
H -3.656 1.418 -4.511
H -0.047 3.045 -2.467
H 0.537 5.440 -2.289
H 0.452 6.568 -0.090
H -0.306 5.351 1.908
H -1.194 4.110 3.544
H -2.338 2.612 5.129
H -3.032 0.344 4.429
H -2.554 -0.440 2.150
*
```

# 4
Below is a structure of composition C41H30F6I2MoN4O6S2Si, with properties calculated with the ωB97M-V functional and the def2-TZVPD basis.

energy: -4599.68970 hartree
lowest unoccupied orbital energy (alpha / beta): -1.21 / -1.06 eV
HOMO level (alpha / beta): -8.16 / -8.07 eV

Structure (ORCA input):
```
! wB97M-V def2-TZVPD RIJCOSX def2/J DEFGRID3
* xyz 0 1
Mo 0.481 1.274 -0.511
C -0.971 3.193 1.646
N 0.237 2.485 1.226
C 1.306 2.524 1.963
C 2.464 1.836 1.548
C 3.776 1.771 2.013
C 4.497 1.059 1.051
C 3.599 0.723 0.039
N 2.370 1.171 0.344
C -1.855 2.299 2.475
C -2.560 1.263 1.868
C -3.307 0.381 2.633
C -3.366 0.536 4.011
C -2.686 1.581 4.622
C -1.930 2.456 3.853
H -1.483 3.529 0.745
H -0.685 4.083 2.217
H 1.319 3.131 2.868
H 4.146 2.200 2.930
H 5.546 0.817 1.071
H 3.796 0.209 -0.890
H -2.516 1.136 0.796
H -3.840 -0.431 2.155
H -3.945 -0.157 4.607
H -2.745 1.713 5.694
H -1.398 3.271 4.330
I 2.873 5.337 -2.786
C 2.532 3.430 -3.512
C 2.970 3.085 -4.808
C 2.765 1.839 -5.333
I 3.450 1.429 -7.257
C 2.091 0.847 -4.569
C 1.813 -0.477 -4.977
C 1.152 -1.328 -4.134
C 0.755 -0.874 -2.863
N 1.005 0.352 -2.462
C 1.659 1.213 -3.287
C 1.863 2.509 -2.741
O 1.399 2.723 -1.533
H 3.482 3.838 -5.391
H 2.125 -0.805 -5.959
H 0.922 -2.344 -4.421
H 0.218 -1.515 -2.179
F -2.827 -1.739 -3.946
C -2.995 -0.411 -3.946
F -4.080 -0.114 -4.651
F -1.930 0.143 -4.532
S -3.155 0.159 -2.201
O -1.870 -0.141 -1.623
O -4.304 -0.518 -1.700
N -3.424 1.698 -2.380
S -2.486 2.855 -1.937
O -1.155 2.447 -1.507
O -3.144 3.821 -1.123
C -2.114 3.716 -3.522
F -1.362 4.784 -3.263
F -1.448 2.914 -4.351
F -3.242 4.107 -4.105
O 0.101 -0.350 0.237
Si 0.188 -1.744 1.166
C -1.553 -2.351 1.413
C -2.426 -2.443 0.325
C -3.708 -2.948 0.477
C -4.135 -3.379 1.726
C -3.279 -3.305 2.815
C -1.999 -2.792 2.659
C 0.972 -1.199 2.759
C 0.252 -0.304 3.557
C 0.789 0.192 4.732
C 2.064 -0.199 5.125
C 2.789 -1.087 4.347
C 2.243 -1.588 3.173
C 1.156 -3.016 0.205
C 0.687 -4.327 0.115
C 1.396 -5.295 -0.583
C 2.590 -4.966 -1.205
C 3.075 -3.668 -1.128
C 2.362 -2.707 -0.428
H -2.112 -2.094 -0.652
H -4.375 -2.986 -0.374
H -5.137 -3.770 1.850
H -3.611 -3.642 3.790
H -1.346 -2.731 3.522
H -0.745 0.005 3.261
H 0.213 0.878 5.342
H 2.490 0.188 6.043
H 3.780 -1.393 4.656
H 2.821 -2.280 2.571
H -0.251 -4.598 0.585
H 1.013 -6.306 -0.645
H 3.143 -5.720 -1.751
H 4.008 -3.406 -1.611
H 2.751 -1.699 -0.374
*
```

Repeat the fourth record exactly.
Below is a structure of composition C41H30F6I2MoN4O6S2Si, with properties calculated with the ωB97M-V functional and the def2-TZVPD basis.

energy: -4599.68970 hartree
lowest unoccupied orbital energy (alpha / beta): -1.21 / -1.06 eV
HOMO level (alpha / beta): -8.16 / -8.07 eV

Structure (ORCA input):
```
! wB97M-V def2-TZVPD RIJCOSX def2/J DEFGRID3
* xyz 0 1
Mo 0.481 1.274 -0.511
C -0.971 3.193 1.646
N 0.237 2.485 1.226
C 1.306 2.524 1.963
C 2.464 1.836 1.548
C 3.776 1.771 2.013
C 4.497 1.059 1.051
C 3.599 0.723 0.039
N 2.370 1.171 0.344
C -1.855 2.299 2.475
C -2.560 1.263 1.868
C -3.307 0.381 2.633
C -3.366 0.536 4.011
C -2.686 1.581 4.622
C -1.930 2.456 3.853
H -1.483 3.529 0.745
H -0.685 4.083 2.217
H 1.319 3.131 2.868
H 4.146 2.200 2.930
H 5.546 0.817 1.071
H 3.796 0.209 -0.890
H -2.516 1.136 0.796
H -3.840 -0.431 2.155
H -3.945 -0.157 4.607
H -2.745 1.713 5.694
H -1.398 3.271 4.330
I 2.873 5.337 -2.786
C 2.532 3.430 -3.512
C 2.970 3.085 -4.808
C 2.765 1.839 -5.333
I 3.450 1.429 -7.257
C 2.091 0.847 -4.569
C 1.813 -0.477 -4.977
C 1.152 -1.328 -4.134
C 0.755 -0.874 -2.863
N 1.005 0.352 -2.462
C 1.659 1.213 -3.287
C 1.863 2.509 -2.741
O 1.399 2.723 -1.533
H 3.482 3.838 -5.391
H 2.125 -0.805 -5.959
H 0.922 -2.344 -4.421
H 0.218 -1.515 -2.179
F -2.827 -1.739 -3.946
C -2.995 -0.411 -3.946
F -4.080 -0.114 -4.651
F -1.930 0.143 -4.532
S -3.155 0.159 -2.201
O -1.870 -0.141 -1.623
O -4.304 -0.518 -1.700
N -3.424 1.698 -2.380
S -2.486 2.855 -1.937
O -1.155 2.447 -1.507
O -3.144 3.821 -1.123
C -2.114 3.716 -3.522
F -1.362 4.784 -3.263
F -1.448 2.914 -4.351
F -3.242 4.107 -4.105
O 0.101 -0.350 0.237
Si 0.188 -1.744 1.166
C -1.553 -2.351 1.413
C -2.426 -2.443 0.325
C -3.708 -2.948 0.477
C -4.135 -3.379 1.726
C -3.279 -3.305 2.815
C -1.999 -2.792 2.659
C 0.972 -1.199 2.759
C 0.252 -0.304 3.557
C 0.789 0.192 4.732
C 2.064 -0.199 5.125
C 2.789 -1.087 4.347
C 2.243 -1.588 3.173
C 1.156 -3.016 0.205
C 0.687 -4.327 0.115
C 1.396 -5.295 -0.583
C 2.590 -4.966 -1.205
C 3.075 -3.668 -1.128
C 2.362 -2.707 -0.428
H -2.112 -2.094 -0.652
H -4.375 -2.986 -0.374
H -5.137 -3.770 1.850
H -3.611 -3.642 3.790
H -1.346 -2.731 3.522
H -0.745 0.005 3.261
H 0.213 0.878 5.342
H 2.490 0.188 6.043
H 3.780 -1.393 4.656
H 2.821 -2.280 2.571
H -0.251 -4.598 0.585
H 1.013 -6.306 -0.645
H 3.143 -5.720 -1.751
H 4.008 -3.406 -1.611
H 2.751 -1.699 -0.374
*
```